72
Properties=species:S:1:pos:R:3 method="wB97M-V/def2-TZVPD" total_charge=-1 max_force_ev_per_a=0.668 e_lumo_ev="2.63 / 2.56" homo_energy_ev="-3.51 / -3.26" multiplicity=2
Cr -0.8594 0.4511 0.0668
N -2.3212 4.3991 -1.2305
C -1.9352 3.0930 -0.9847
S -1.3798 2.7431 0.6043
N -2.0094 2.2894 -2.0042
N -1.5686 0.9969 -1.7614
C -1.6126 0.2384 -2.8043
C -1.1826 -1.1462 -2.8175
C -1.2579 -1.8364 -4.0308
C -0.8612 -3.1539 -4.1498
C -0.3747 -3.8180 -3.0273
C -0.2866 -3.1609 -1.8157
C -0.6774 -1.8226 -1.6860
O -0.5279 -1.2493 -0.4962
H -2.6076 4.9189 -0.4192
H -2.9010 4.5083 -2.0475
H -1.9802 0.6666 -3.7337
H -1.6319 -1.3053 -4.8984
H -0.9252 -3.6604 -5.1038
H -0.0564 -4.8514 -3.0983
H 0.1034 -3.6571 -0.9356
C -3.9409 -1.2729 -0.2519
Si -3.1948 0.0901 0.8513
C -3.3253 -0.6218 2.6196
C -4.4851 1.4813 0.7993
H -4.9443 -1.5314 0.1021
H -3.3350 -2.1806 -0.2471
H -4.0253 -0.9431 -1.2888
H -4.3740 -0.7291 2.9116
H -2.8356 0.0178 3.3565
H -2.8645 -1.6094 2.6862
H -5.4749 1.0877 1.0470
H -4.5354 1.9219 -0.1984
H -4.2421 2.2809 1.4976
C 4.5471 0.9171 2.7095
C 3.9397 -0.1857 2.1223
C 3.0295 -0.0103 1.0938
C 2.7084 1.2581 0.5960
C 3.3387 2.3475 1.1996
C 4.2413 2.1861 2.2433
Si 1.2947 1.4890 -0.6576
C 1.7637 0.6470 -2.2977
C 2.2621 -0.6562 -2.3783
C 2.4186 -1.3059 -3.5921
C 2.0637 -0.6691 -4.7728
C 1.5583 0.6206 -4.7225
C 1.4132 1.2648 -3.5011
H 5.2435 0.7859 3.5282
H 4.1590 -1.1825 2.4861
H 2.5290 -0.8829 0.6877
H 3.1109 3.3480 0.8486
H 4.7065 3.0554 2.6933
H 1.3476 2.9494 -0.9858
H 2.5102 -1.1927 -1.4705
H 2.7941 -2.3219 -3.6147
H 2.1691 -1.1799 -5.7224
H 1.2668 1.1260 -5.6360
H 0.9984 2.2668 -3.4787
F 3.1283 -0.7412 5.5910
C 1.8008 -0.9761 5.6441
F 1.3315 -0.2384 6.6723
F 1.6532 -2.2673 5.9928
C 1.1154 -0.6439 4.3537
C 0.6267 -1.6336 3.5167
C 0.0295 -1.2628 2.3261
N -0.0793 0.0124 1.9228
C 0.4028 0.9620 2.7474
C 0.9927 0.6831 3.9607
H 0.6905 -2.6799 3.7763
H -0.3736 -2.0000 1.6471
H 0.3304 1.9810 2.3929
H 1.3678 1.4956 4.5663